This record from the OMol25 dataset describes a molecular structure, C57H70AlIN3O3 at a distorted geometry. The level of theory is the ωB97M-V functional and the def2-TZVPD basis.

- ΔE to the lowest compared entry with this formula, charge and spin (kcal per mole) = 129.6
- LUMO (Eh) = 0.074
- highest occupied orbital energy (eV) = -5.277
- total energy (hartree) = -3144.09058
- charge = -1

Geometry as XYZ:
```
135
Properties=species:S:1:pos:R:3:forces:R:3:lowdin_charge:R:1
C 1.855 -5.508 -3.995 -0.03 0.57 1.32 -0.082
C 2.782 -4.193 -4.368 -0.65 -0.54 0.29 -0.342
O 2.886 -4.072 -5.860 0.12 -1.42 1.71 -0.124
C 2.042 -2.868 -3.708 -0.62 -1.15 -1.54 -0.196
N 2.547 -1.557 -4.267 0.12 -0.41 2.41 -0.094
C 1.908 -0.443 -3.423 -0.50 1.06 -1.91 -0.185
C 0.619 0.094 -4.344 0.42 -0.52 2.17 -0.298
O -0.555 -0.704 -3.960 0.94 0.84 -2.82 -0.309
Al -1.554 -1.282 -5.448 0.04 -1.25 2.26 -0.244
N -1.143 -3.157 -5.775 -0.16 1.06 -1.48 -0.111
I -1.204 0.095 -7.625 -0.03 0.12 0.00 0.251
C -3.560 -1.025 -4.914 -1.41 -0.71 -0.44 -0.180
C -4.152 -2.301 -4.062 4.48 -1.84 2.40 -0.315
O -3.293 -3.043 -3.318 -5.77 4.19 -4.05 -0.073
N -5.648 -2.589 -4.158 1.32 -1.02 0.99 -0.233
C -5.947 -3.730 -5.111 -0.43 0.00 -1.51 -0.126
C -6.264 -2.825 -2.788 -0.99 -0.22 0.47 -0.134
H 1.412 -6.066 -4.924 1.08 1.09 1.71 0.087
H 2.480 -6.220 -3.270 -1.45 1.29 -1.77 0.084
H 0.937 -5.107 -3.363 1.78 -0.99 -1.34 0.071
H 3.861 -4.375 -3.917 -2.00 0.59 -0.91 0.129
H 3.020 -5.012 -6.180 -0.25 1.68 0.60 0.088
H 2.085 -2.944 -2.539 0.10 0.01 -1.95 0.114
H 0.898 -2.953 -4.036 2.40 0.21 0.86 0.121
H 3.592 -1.509 -4.204 -1.32 -0.16 0.19 0.101
H 2.655 0.464 -3.372 -1.28 -1.81 0.25 0.102
H 1.524 -0.814 -2.379 0.80 0.83 -1.87 0.111
H 0.400 1.205 -4.018 0.51 -1.76 -0.95 0.103
H 0.964 -0.027 -5.456 -0.73 0.47 2.03 0.066
H -0.192 -3.232 -6.212 -1.03 0.04 0.42 -0.019
H -1.802 -3.461 -6.547 0.99 0.26 1.04 -0.014
H -4.148 -1.003 -5.948 0.75 0.14 2.21 0.058
H -3.740 0.021 -4.370 0.18 -2.40 -0.98 0.079
H -5.958 -3.295 -6.215 0.10 -0.87 2.22 0.093
H -5.151 -4.590 -5.105 -1.53 1.49 0.32 0.099
H -7.048 -4.159 -4.941 2.51 0.99 -0.11 0.098
H -7.312 -2.279 -2.795 2.01 -1.05 0.07 0.082
H -6.498 -3.980 -2.617 0.79 2.40 -0.05 0.093
H -5.630 -2.354 -1.906 -1.18 -1.20 -2.01 0.107
C 4.500 3.167 -3.916 0.04 0.09 0.14 -0.096
C 3.286 3.523 -3.329 0.10 0.05 0.07 -0.094
C 3.273 4.240 -2.133 0.19 -0.01 -0.08 -0.087
C 4.475 4.610 -1.529 -0.01 -0.10 -0.17 -0.099
C 5.689 4.258 -2.118 -0.14 -0.04 -0.06 -0.107
C 5.702 3.532 -3.310 -0.20 0.06 0.08 -0.102
H 4.510 2.605 -4.847 -0.03 0.07 0.14 0.103
H 2.350 3.241 -3.803 0.14 0.00 0.07 0.097
H 2.327 4.512 -1.672 0.12 -0.05 -0.04 0.085
H 4.465 5.174 -0.600 0.00 -0.08 -0.12 0.097
H 6.626 4.548 -1.648 -0.13 -0.05 -0.06 0.095
H 6.648 3.253 -3.766 -0.12 0.04 0.05 0.096
C -7.720 2.931 -3.290 -0.05 -0.15 -0.10 -0.106
C -6.744 1.956 -3.081 -0.18 -0.03 -0.10 -0.089
C -6.839 0.724 -3.728 -0.08 0.09 0.04 -0.088
C -7.905 0.470 -4.591 0.00 0.16 0.11 -0.089
C -8.878 1.446 -4.803 0.13 0.02 0.12 -0.105
C -8.789 2.675 -4.149 0.15 -0.11 0.04 -0.111
H -7.648 3.890 -2.783 -0.01 -0.12 -0.07 0.095
H -5.910 2.157 -2.414 -0.11 -0.04 -0.11 0.102
H -6.082 -0.037 -3.560 -0.13 0.10 -0.14 0.071
H -7.976 -0.488 -5.099 0.09 0.11 0.09 0.099
H -9.708 1.248 -5.477 0.11 0.03 0.09 0.095
H -9.550 3.433 -4.310 0.09 -0.08 0.01 0.093
C -0.859 -5.570 -0.600 0.13 0.07 0.15 -0.086
C -0.384 -6.265 0.511 0.06 0.15 -0.04 -0.103
C 0.471 -5.636 1.416 -0.05 0.11 -0.12 -0.110
C 0.842 -4.307 1.214 -0.15 -0.12 -0.08 -0.126
C 0.364 -3.610 0.105 -0.02 -0.18 0.04 -0.093
C -0.483 -4.242 -0.805 0.02 -0.02 0.02 -0.080
H -1.522 -6.061 -1.307 0.10 0.12 0.08 0.106
H -0.679 -7.299 0.671 0.05 0.13 -0.02 0.095
H 0.846 -6.181 2.278 -0.05 0.06 -0.08 0.093
H 1.504 -3.815 1.922 -0.08 -0.04 -0.07 0.093
H 0.653 -2.573 -0.051 -0.05 -0.15 -0.01 0.099
H -0.851 -3.700 -1.672 -0.02 -0.03 0.06 0.106
C 6.981 -4.204 1.899 -0.18 -0.02 -0.04 -0.106
C 6.722 -3.897 0.564 -0.12 -0.06 0.09 -0.096
C 5.435 -4.047 0.050 0.05 -0.04 0.21 -0.083
C 4.403 -4.496 0.875 0.15 0.01 0.00 -0.083
C 4.661 -4.799 2.211 0.14 0.06 -0.12 -0.090
C 5.950 -4.658 2.723 -0.04 0.06 -0.21 -0.108
H 7.985 -4.090 2.299 -0.12 -0.02 -0.05 0.096
H 7.525 -3.541 -0.077 -0.12 -0.06 0.09 0.099
H 5.235 -3.814 -0.993 0.00 -0.02 0.14 0.099
H 3.398 -4.608 0.475 0.16 0.01 0.05 0.085
H 3.856 -5.147 2.854 0.10 0.04 -0.10 0.097
H 6.152 -4.900 3.763 -0.02 0.00 -0.12 0.084
C -0.372 3.592 -0.546 -0.02 0.07 0.15 -0.096
C -0.462 2.560 0.387 0.01 0.07 0.05 -0.082
C -0.694 2.851 1.731 0.00 0.23 -0.15 -0.096
C -0.845 4.176 2.140 0.04 -0.05 -0.17 -0.096
C -0.758 5.209 1.207 0.04 -0.12 -0.02 -0.096
C -0.517 4.918 -0.136 -0.01 -0.18 0.15 -0.100
H -0.188 3.365 -1.593 -0.05 -0.01 0.14 0.100
H -0.352 1.527 0.066 -0.02 0.17 0.01 0.106
H -0.758 2.047 2.458 0.01 0.08 -0.09 0.089
H -1.030 4.404 3.187 -0.01 -0.02 -0.12 0.077
H -0.877 6.241 1.526 0.00 -0.15 -0.02 0.096
H -0.444 5.722 -0.862 -0.02 -0.10 0.08 0.100
C -2.695 2.390 5.176 0.02 0.08 0.11 -0.096
C -3.909 2.746 5.763 0.10 0.04 0.08 -0.096
C -3.922 3.463 6.959 0.19 -0.05 -0.04 -0.107
C -2.720 3.833 7.563 -0.02 -0.13 -0.12 -0.104
C -1.507 3.481 6.974 -0.13 -0.04 -0.03 -0.101
C -1.494 2.755 5.783 -0.17 0.06 0.06 -0.104
H -2.686 1.828 4.246 -0.01 0.10 0.13 0.100
H -4.846 2.463 5.289 0.15 0.03 0.07 0.104
H -4.868 3.735 7.420 0.13 -0.02 -0.07 0.101
H -2.730 4.397 8.493 0.00 -0.07 -0.14 0.102
H -0.570 3.771 7.444 -0.14 -0.05 -0.07 0.102
H -0.548 2.476 5.327 -0.11 0.04 0.05 0.102
C -1.866 8.517 4.749 -0.14 -0.11 0.02 -0.100
C -3.130 9.105 4.710 0.01 -0.14 0.01 -0.103
C -4.272 8.313 4.825 0.18 -0.11 0.03 -0.100
C -4.150 6.933 4.991 0.17 0.16 -0.02 -0.086
C -2.886 6.346 5.034 0.00 0.09 -0.05 -0.086
C -1.744 7.136 4.909 -0.21 0.12 0.00 -0.093
H -0.976 9.134 4.656 -0.12 -0.08 0.01 0.098
H -3.225 10.181 4.588 0.01 -0.16 0.00 0.097
H -5.257 8.771 4.788 0.13 -0.05 0.01 0.098
H -5.040 6.317 5.086 0.13 0.06 -0.02 0.100
H -2.791 5.271 5.165 -0.02 0.19 -0.05 0.070
H -0.759 6.678 4.938 -0.11 0.04 0.00 0.101
C 7.357 -2.870 5.853 0.05 0.04 0.16 -0.088
C 6.517 -3.509 6.765 0.14 0.10 0.05 -0.094
C 6.655 -3.264 8.131 0.12 0.11 -0.11 -0.099
C 7.627 -2.372 8.584 -0.04 -0.05 -0.19 -0.102
C 8.464 -1.730 7.672 -0.10 -0.11 -0.05 -0.101
C 8.332 -1.982 6.307 -0.13 -0.10 0.14 -0.093
H 7.251 -3.064 4.789 0.00 0.06 0.16 0.080
H 5.756 -4.199 6.411 0.11 0.10 0.05 0.097
H 6.005 -3.767 8.842 0.08 0.08 -0.10 0.099
H 7.731 -2.177 9.649 -0.01 -0.03 -0.15 0.098
H 9.220 -1.033 8.026 -0.11 -0.11 -0.05 0.098
H 8.988 -1.486 5.597 -0.10 -0.06 0.09 0.100
```
Positions in Å, forces in eV/Å.